No. 1
Computed, not measured: a cluster of 3 separate species, C10H19IO5S in total at a distorted geometry, with ωB97M-V/def2-TZVPD.

Summary:
Electronic energy, eV: -39844.596
LUMO energy, eV: -1.35
Maximum force, eV Å⁻¹: 3.3

```
! RIJCOSX wB97M-V def2-TZVPD def2/J DEFGRID3
* xyz 0 1
C 2.740 2.876 -0.801
C 1.592 3.001 -1.556
O 0.680 3.950 -1.239
S -0.911 3.582 -1.668
O -1.669 4.329 -0.709
O -1.182 1.997 -1.290
I -3.097 1.829 -0.599
H 3.674 3.276 -1.166
H 2.705 2.326 0.132
H 1.419 2.323 -2.392
C -6.777 -1.633 1.679
C -6.224 -2.929 1.098
C -5.728 -2.472 -0.266
O -5.326 -1.106 -0.116
C -5.788 -0.609 1.144
H -6.843 -1.630 2.766
H -7.774 -1.439 1.277
H -5.386 -3.281 1.704
H -6.957 -3.731 1.034
H -6.526 -2.513 -1.014
H -4.883 -3.059 -0.628
H -4.923 -0.507 1.810
H -6.235 0.377 1.003
C 6.438 -0.884 0.505
C 5.760 -1.042 -0.851
C 4.464 -0.273 -0.641
O 4.753 0.766 0.298
C 6.036 0.533 0.888
H 7.518 -1.024 0.478
H 6.019 -1.599 1.217
H 6.361 -0.560 -1.626
H 5.596 -2.078 -1.144
H 3.686 -0.915 -0.213
H 4.079 0.169 -1.561
H 6.738 1.269 0.481
H 5.969 0.679 1.966
*
```

The computed Mulliken charges, all in e, follow:
1 C -1.0163
2 C 0.2579
3 O -0.2126
4 S 0.6613
5 O -0.4887
6 O -0.4767
7 I 0.3794
8 H 0.3182
9 H 0.2599
10 H 0.3347
11 C -0.5438
12 C -0.5107
13 C -0.4502
14 O -0.3377
15 C -0.4485
16 H 0.3295
17 H 0.2713
18 H 0.2655
19 H 0.3264
20 H 0.2632
21 H 0.2635
22 H 0.2887
23 H 0.2774
24 C -0.5349
25 C -0.5831
26 C -0.3572
27 O -0.3438
28 C -0.4900
29 H 0.3307
30 H 0.2622
31 H 0.2810
32 H 0.3371
33 H 0.2713
34 H 0.2691
35 H 0.2724
36 H 0.2734


No. 2
Computed, not measured: an isolated molecule of CH4ClOP at a distorted geometry, with ωB97M-V/def2-TZVPD.

Summary:
Electronic energy, eV: -24956.471
LUMO energy (spin up / spin down), eV: -0.39 / -0.54
Maximum force, eV Å⁻¹: 4.0

```
! RIJCOSX wB97M-V def2-TZVPD def2/J DEFGRID3
* xyz 0 1
C -1.582 -0.789 -0.079
O 1.235 -0.672 -0.013
P 1.100 0.826 0.046
Cl -1.283 0.814 0.115
H -1.365 -1.527 0.622
H -1.572 -1.202 -1.171
H 1.416 1.270 1.388
H 2.050 1.279 -0.907
*
```

The computed Mulliken charges, all in e, follow:
1 C -0.4580
2 O -0.5460
3 P 0.2909
4 Cl -0.0109
5 H 0.3298
6 H 0.2483
7 H 0.0723
8 H 0.0735


No. 3
Computed, not measured: a structure of composition C4H14N2O at a distorted geometry, with ωB97M-V/def2-TZVPD.

Summary:
Electronic energy, eV: -9400.635
LUMO energy, eV: 0.20
Maximum force, eV Å⁻¹: 1.3

```
! RIJCOSX wB97M-V def2-TZVPD def2/J DEFGRID3
* xyz 0 1
N 0.462 -1.878 -0.522
C 0.050 -1.771 0.998
O -0.570 -2.806 1.429
H -0.402 -2.155 -0.975
H 1.074 -2.685 -0.577
H 1.041 -1.527 1.467
H -0.541 -0.809 1.017
C 0.741 1.573 -0.152
C -0.612 1.666 -0.847
C -1.685 2.264 0.055
N 1.549 0.450 -0.705
H 1.313 2.497 -0.254
H 0.603 1.382 0.907
H -0.930 0.672 -1.145
H -0.533 2.254 -1.762
H -1.802 1.667 0.947
H -1.488 3.294 0.333
H -2.643 2.231 -0.452
H 0.979 -0.624 -0.651
H 1.766 0.639 -1.678
H 2.447 0.369 -0.226
*
```

The computed Mulliken charges, all in e, follow:
1 N -0.7101
2 C -0.2301
3 O -0.7644
4 H 0.2568
5 H 0.2621
6 H 0.2048
7 H 0.0617
8 C -0.8074
9 C -0.2232
10 C -1.3324
11 N -0.3849
12 H 0.3875
13 H 0.3977
14 H 0.2870
15 H 0.4044
16 H 0.3479
17 H 0.3434
18 H 0.3599
19 H 0.4544
20 H 0.3465
21 H 0.3385


No. 4
Computed, not measured: a structure of composition C6H24O6 at a distorted geometry, with ωB97M-V/def2-TZVPD.

Summary:
Electronic energy, eV: -18885.721
LUMO energy, eV: -0.16
Maximum force, eV Å⁻¹: 6.7

```
! RIJCOSX wB97M-V def2-TZVPD def2/J DEFGRID3
* xyz 0 1
C -0.410 -3.475 -0.226
O 0.723 -2.723 -0.617
H -1.305 -3.129 -0.742
H -0.408 -4.552 -0.393
H -0.613 -3.350 0.838
H 1.217 -2.535 0.184
C -1.869 0.783 -2.182
O -2.825 1.843 -2.296
H -1.802 0.517 -1.127
H -2.263 -0.077 -2.722
H -0.892 0.981 -2.623
H -2.519 2.630 -1.839
C 0.282 -0.489 -0.749
O -0.076 0.752 -0.250
H 0.972 -0.461 -1.592
H 0.839 -1.003 0.034
H -0.578 -1.114 -0.990
H -0.551 0.643 0.577
C 1.810 -0.052 1.735
O 2.672 1.026 2.096
H 2.188 -0.917 2.279
H 0.775 0.205 1.959
H 1.942 -0.242 0.669
H 2.531 1.139 3.039
C -2.068 0.339 1.146
O -0.769 -0.157 1.454
H -2.847 -0.422 1.206
H -2.427 1.097 1.842
H -2.156 0.838 0.181
H -0.634 -0.275 2.397
C 2.095 2.221 -0.412
O 1.177 1.853 -1.420
H 2.288 3.292 -0.342
H 1.770 1.916 0.582
H 3.074 1.782 -0.605
H 0.658 1.116 -1.090
*
```

The computed Mulliken charges, all in e, follow:
1 C -0.6224
2 O -0.5257
3 H 0.2671
4 H 0.3181
5 H 0.2212
6 H 0.2906
7 C 0.1496
8 O -0.5626
9 H -0.6017
10 H 0.3284
11 H 0.2041
12 H 0.3109
13 C -0.4944
14 O -0.6847
15 H 0.4140
16 H -0.6367
17 H 0.2230
18 H 0.9073
19 C -0.7721
20 O -0.5648
21 H 0.4043
22 H 0.5114
23 H 0.3415
24 H 0.3276
25 C -1.0067
26 O -0.5277
27 H 0.3495
28 H 0.3556
29 H 0.3782
30 H 0.4010
31 C -0.7533
32 O -0.7615
33 H 0.3453
34 H 0.2219
35 H 0.2422
36 H 1.0015


No. 5
Computed, not measured: a cluster of 3 separate species, C44H44N3O9P2 in total at a distorted geometry, with ωB97M-V/def2-TZVPD.

Summary:
Electronic energy, eV: -87811.744
LUMO energy, eV: -3.16
Maximum force, eV Å⁻¹: 2.8

```
! RIJCOSX wB97M-V def2-TZVPD def2/J DEFGRID3
* xyz 1 1
C -4.872 1.767 4.603
C -3.687 1.603 3.707
N -3.755 2.077 2.531
C -2.410 0.881 4.169
P -2.388 -0.921 3.934
C -2.899 -1.510 2.283
C -4.359 -1.273 1.870
C -5.354 -2.250 2.487
N -6.708 -1.895 2.086
C -7.191 -0.688 2.812
C -8.563 -0.927 3.405
C -8.764 -0.629 4.725
C -9.972 -0.858 5.310
C -11.001 -1.392 4.605
C -10.806 -1.663 3.283
C -9.617 -1.433 2.679
O -9.431 -1.704 1.332
C -0.598 -1.443 4.107
O 0.274 -0.462 3.587
C 0.473 -0.595 2.205
C 0.080 0.540 1.279
O 0.977 -1.594 1.740
P -3.381 -1.947 5.619
N -2.515 -1.707 6.873
O -4.857 -1.363 5.878
O -3.425 -3.509 5.273
H -5.237 0.831 5.020
H -5.677 2.168 3.993
H -4.702 2.497 5.394
H -2.896 1.890 2.012
H -2.276 1.096 5.234
H -1.558 1.333 3.668
H -2.685 -2.582 2.267
H -2.252 -1.061 1.527
H -4.406 -1.443 0.795
H -4.712 -0.254 2.020
H -5.252 -2.360 3.579
H -5.163 -3.230 2.041
H -7.295 -2.655 2.410
H -6.510 -0.520 3.653
H -7.178 0.187 2.161
H -7.970 -0.202 5.323
H -10.095 -0.604 6.354
H -11.946 -1.586 5.086
H -11.623 -2.081 2.710
H -9.585 -0.868 0.879
H -0.332 -1.601 5.148
H -0.490 -2.393 3.579
H -0.367 0.093 0.397
H -0.645 1.206 1.746
H 0.953 1.121 0.994
H -1.710 -1.115 6.703
H -5.442 -2.066 6.201
H -4.281 -3.913 5.479
C 2.777 -5.728 -0.300
C 2.571 -4.533 0.382
C 2.721 -3.324 -0.275
C 3.086 -3.304 -1.614
C 3.315 -4.501 -2.293
C 3.149 -5.712 -1.634
C 3.754 -4.497 -3.718
O 3.948 -5.537 -4.309
C 3.954 -3.184 -4.391
C 4.415 -3.154 -5.700
C 4.594 -1.941 -6.344
C 4.304 -0.751 -5.686
C 3.848 -0.774 -4.378
C 3.680 -1.987 -3.723
C 3.222 -1.993 -2.308
O 2.968 -0.955 -1.727
H 2.653 -6.673 0.213
H 2.292 -4.546 1.428
H 2.557 -2.398 0.251
H 3.315 -6.640 -2.165
H 4.638 -4.080 -6.213
H 4.960 -1.920 -7.362
H 4.439 0.196 -6.193
H 3.627 0.153 -3.867
C 6.396 2.467 -2.164
C 6.195 3.662 -1.480
C 6.340 4.872 -2.138
C 6.697 4.893 -3.480
C 6.921 3.694 -4.160
C 6.759 2.483 -3.500
C 7.351 3.695 -5.586
O 7.538 2.652 -6.177
C 7.549 5.005 -6.264
C 8.003 5.030 -7.577
C 8.180 6.240 -8.225
C 7.896 7.433 -7.567
C 7.448 7.415 -6.257
C 7.282 6.203 -5.598
C 6.832 6.202 -4.179
O 6.585 7.240 -3.601
H 6.273 1.522 -1.651
H 5.923 3.648 -0.433
H 6.179 5.801 -1.610
H 6.921 1.553 -4.028
H 8.221 4.103 -8.089
H 8.538 6.258 -9.245
H 8.029 8.378 -8.077
H 7.232 8.341 -5.743
*
```

These are the Mulliken partial charges, in e, on atoms 1 to 99:
1 C -1.2840
2 C 0.5198
3 N -0.6603
4 C -0.8025
5 P 0.2409
6 C -0.7030
7 C -0.9184
8 C -0.9082
9 N -0.3354
10 C 0.7128
11 C 0.2748
12 C -0.6538
13 C -0.6492
14 C -0.5385
15 C -0.3641
16 C 0.0188
17 O -0.5569
18 C -0.7819
19 O -0.3459
20 C 0.6284
21 C -0.8904
22 O -0.5115
23 P 0.9865
24 N -0.7780
25 O -0.4787
26 O -0.4638
27 H 0.0276
28 H 0.3888
29 H 0.4498
30 H 0.2805
31 H 0.5208
32 H 0.8473
33 H 0.5504
34 H 0.1943
35 H 0.4708
36 H 0.1901
37 H 0.5580
38 H 0.5379
39 H 0.2778
40 H -0.4381
41 H 0.2633
42 H 0.4024
43 H 0.4111
44 H 0.4091
45 H 0.4484
46 H 0.3272
47 H 0.6266
48 H 0.3914
49 H 0.3692
50 H 0.2040
51 H 0.3980
52 H 0.3177
53 H 0.4030
54 H 0.3930
55 C -0.4831
56 C -0.4732
57 C -0.6284
58 C 0.1366
59 C 0.3215
60 C -0.6255
61 C 0.5604
62 O -0.6535
63 C 0.2542
64 C -0.5761
65 C -0.5484
66 C -0.5263
67 C -0.6224
68 C 0.2417
69 C 0.5420
70 O -0.7026
71 H 0.3988
72 H 0.4389
73 H 0.6088
74 H 0.4914
75 H 0.4823
76 H 0.4169
77 H 0.4484
78 H 0.5196
79 C -0.5230
80 C -0.5396
81 C -0.5878
82 C 0.2489
83 C 0.2713
84 C -0.6619
85 C 0.6048
86 O -0.6729
87 C 0.2089
88 C -0.5582
89 C -0.4793
90 C -0.4740
91 C -0.5626
92 C 0.1778
93 C 0.5736
94 O -0.6562
95 H 0.4520
96 H 0.4066
97 H 0.4790
98 H 0.5364
99 H 0.4730